ORCA calculation (ωB97M-V/def2-TZVPD) on the molecule C7H7NO3 in a non-equilibrium geometry.

Structure (XYZ):
```
18
Properties=species:S:1:pos:R:3:mulliken_charge:R:1
C 0.9192 -1.2185 0.7109 -0.014
C 1.9201 -0.6120 -0.0394 -0.191
C -0.3632 -1.4899 0.7276 -0.173
C 1.0918 0.9439 -1.7892 -0.355
C -1.9022 0.2954 0.3811 -0.321
C -1.9152 0.1515 1.8101 -0.432
C -1.6682 -1.1176 0.9514 -0.049
N 1.6960 1.7388 -2.7313 1.055
O 1.2198 2.8288 -2.8454 -0.548
O 2.4800 1.2705 -3.5337 -0.549
O 2.0067 0.2009 -1.1092 -0.211
H 1.5205 -1.8435 1.5356 0.155
H 2.9402 -1.0825 0.2333 0.229
H -2.7809 0.6890 -0.1375 0.272
H -0.9947 0.6643 -0.1120 0.135
H -1.0660 0.3554 2.4782 0.223
H -2.7893 0.1381 2.2965 0.311
H -2.3147 -1.9125 1.1728 0.463
```

Gap between HOMO and LUMO (alpha / beta) (eV): 6.4 / 6.4
Calculated total energy (Eh): -550.965269
Spin multiplicity: 1
Relative energy (zero: lowest compared OMol25 entry of this formula, charge and spin) (kJ/mol): 1260.9

ORCA calculation (ωB97M-V/def2-TZVPD) on the molecule C7H7NO5 in a non-equilibrium geometry.

Structure (XYZ):
```
20
Properties=species:S:1:pos:R:3:mulliken_charge:R:1
C 0.9372 1.3408 -0.8194 -0.097
C 1.0387 1.4687 0.5278 -1.278
C 0.4768 0.0660 -1.2625 -0.094
C 0.2382 -0.7589 -0.1832 0.427
C 0.6495 0.1882 1.1695 1.404
C 0.2898 -0.4302 -2.6480 0.298
C -0.7204 0.1265 1.5721 0.071
N -1.6786 0.9240 1.0947 -0.323
O 0.3834 0.3245 -3.5728 -0.585
O 1.6435 -0.4261 1.9766 -0.579
O -0.1441 -1.6900 -2.8928 -0.505
O -0.1811 -1.8935 0.0613 -0.818
O -1.1338 -0.9181 2.3087 -0.453
H 1.0881 2.1761 -1.5925 0.366
H 1.2639 2.1691 1.2947 0.417
H -2.5682 0.4985 0.9174 0.254
H -1.2602 1.6516 0.5326 0.338
H 1.6713 -1.3407 1.7587 0.378
H -0.2703 -2.0399 -2.0079 0.379
H -1.7238 -1.4367 1.7650 0.402
```

Gap between HOMO and LUMO (eV): 7.5
Calculated total energy (Eh): -701.833033
Spin multiplicity: 1
Relative energy (zero: lowest compared OMol25 entry of this formula, charge and spin) (kJ/mol): 0.0